52
Properties=species:S:1:pos:R:3 method="wB97M-V/def2-TZVPD" relative_energy_kj_mol=117.5 mol_weight_g_mol=401.9
H -1.269 0.886 3.755
C 6.716 0.763 -1.376
C -4.383 0.826 0.188
C 3.810 -1.583 -0.714
C -3.245 0.722 2.908
C -2.215 0.397 3.988
C 0.402 -1.086 -1.411
C 6.410 1.226 -2.644
H -5.240 0.899 0.873
C -4.908 0.613 -1.229
H -4.265 0.599 3.293
H 7.058 1.940 -3.130
H 3.546 -0.492 -3.159
H 6.120 -0.500 0.245
C -1.618 1.199 -0.475
N -2.990 -0.272 1.879
H -1.120 -0.828 -2.870
H -4.095 0.570 -1.948
C -0.815 -1.554 -2.118
N 2.446 -1.126 -0.772
C 4.438 -0.138 -2.662
H -2.903 -1.618 4.357
C -3.523 -0.362 0.653
H -0.592 -2.497 -2.609
H -3.138 1.740 2.536
C -2.412 2.282 0.116
H -1.133 -1.228 1.903
O -1.947 3.340 0.465
C 5.882 -0.146 -0.748
C -2.065 -1.118 3.871
H -5.571 1.431 -1.497
C 0.581 0.057 -0.577
H -2.529 -2.305 2.071
H -1.138 -1.486 4.305
H -5.451 -0.327 -1.271
C -0.324 1.079 -0.145
H -2.090 0.514 -1.155
H 0.094 1.808 0.540
C 5.268 0.775 -3.286
H 4.101 -1.726 0.332
O -3.737 2.088 0.329
C -2.121 -1.336 2.364
C 4.739 -0.603 -1.388
C 1.921 -0.029 -0.201
O -3.354 -1.344 -0.052
Cl 2.854 0.994 0.791
H -1.638 -1.701 -1.418
H 5.025 1.134 -4.274
H 7.604 1.114 -0.871
H -2.541 0.718 4.975
N 1.530 -1.761 -1.508
H 3.825 -2.548 -1.228